1.
Density functional theory data (ωB97M-V with the def2-TZVPD basis set) for a structure of composition C26H36MnN8O4S3.

Geometry (Å):
1 Mn 11.1963 14.1738 13.8281
2 C 13.4739 13.5465 15.4231
3 C 12.6521 14.3627 16.4280
4 N 11.2303 14.5301 15.9707
5 C 10.6239 15.8243 16.4414
6 C 10.5546 16.8898 15.3381
7 S 11.4106 16.5129 13.7784
8 C 13.1676 16.6730 14.2279
9 C 14.0175 15.4485 13.8415
10 N 13.2856 14.1038 14.0395
11 H 14.5547 13.5909 15.6962
12 H 13.1858 12.4853 15.4324
13 H 12.6571 13.8201 17.4051
14 H 13.1053 15.3590 16.5903
15 H 10.7044 13.7688 16.4115
16 H 9.6140 15.5958 16.8596
17 H 11.2348 16.1835 17.3056
18 H 9.5072 17.0575 15.0324
19 H 10.9320 17.8541 15.7059
20 H 13.4844 17.5555 13.6440
21 H 13.3195 16.9274 15.2962
22 H 14.2844 15.5023 12.7587
23 H 14.9579 15.4127 14.4302
24 H 13.6881 13.4370 13.3728
25 N 9.8180 14.8156 10.2590
26 C 10.6403 14.6431 9.1497
27 C 10.1041 14.7515 7.8552
28 C 10.9202 14.5515 6.7522
29 C 12.2754 14.2131 6.9186
30 C 12.8212 14.1129 8.2040
31 C 12.0092 14.3381 9.3403
32 S 12.7314 14.3914 10.8920
33 N 11.3284 14.1696 11.8983
34 C 10.1177 14.4400 11.5075
35 C 8.9839 14.3263 12.4673
36 C 7.6724 14.3213 12.0416
37 C 6.6612 14.1751 12.9791
38 C 6.9887 14.0824 14.3410
39 C 8.3225 14.1065 14.7304
40 N 9.3007 14.2063 13.7902
41 H 8.8641 15.1395 10.1293
42 H 9.0391 14.9727 7.7638
43 H 10.4914 14.6390 5.7484
44 H 12.8958 13.9944 6.0520
45 H 13.8608 13.8397 8.3746
46 H 7.4738 14.3538 10.9651
47 H 5.6161 14.1493 12.6601
48 H 6.2116 13.9884 15.1095
49 H 8.6026 14.0010 15.7852
50 C 5.6130 7.2686 12.8404
51 C 6.6585 6.6869 13.8068
52 S 7.8195 7.9237 14.4861
53 O 7.2342 9.2706 14.3763
54 O 8.2243 7.4308 15.8164
55 C 9.2477 7.8891 13.4442
56 C 10.4483 8.4785 14.2011
57 N 10.7752 9.8601 13.7722
58 C 10.5009 11.0305 14.3864
59 N 11.1430 12.0195 13.7809
60 C 11.8414 11.4988 12.7190
61 C 11.6241 10.1529 12.6974
62 N 12.0918 9.2681 11.7527
63 O 11.6740 8.0424 11.7657
64 O 12.9108 9.7422 10.9099
65 C 9.6263 11.1021 15.5678
66 H 4.9383 6.4895 12.4661
67 H 6.0941 7.7351 11.9642
68 H 5.0142 8.0447 13.3454
69 H 7.2443 5.8711 13.3381
70 H 6.1892 6.2487 14.7065
71 H 9.0518 8.4390 12.4965
72 H 9.4610 6.8207 13.2181
73 H 11.3498 7.8728 13.9785
74 H 10.2901 8.4473 15.2949
75 H 12.4507 12.0524 12.0102
76 H 8.6805 10.5606 15.3553
77 H 9.4117 12.1507 15.8122
78 H 10.1442 10.6040 16.4309

* gap between HOMO and LUMO (alpha / beta): 5.64 / 5.86 eV
* <S²>: 6.049
* strongest force on any atom: 5.4 eV/A
* 2S+1: 5
* HOMO (alpha / beta): -15.9 / -16.0 eV
* LUMO (alpha / beta): -0.3783 / -0.3710 Eh
* charge: +3

Results of the Löwdin charge analysis, in e, for atoms 1 through 2: 0.73, -0.14

2.
Density functional theory data (ωB97M-V with the def2-TZVPD basis set) for a cluster of 11 separate species, C35H86O16 in total.

Geometry (Å):
1 C 30.0726 6.1296 4.6912
2 C 30.5182 5.9391 3.2466
3 C 31.0271 4.5139 3.2615
4 O 30.1012 3.7952 4.0831
5 C 29.4721 4.7447 4.9568
6 H 29.3251 6.9233 4.8081
7 H 30.8232 6.5185 5.3885
8 H 31.1829 6.6992 2.8407
9 H 29.5790 6.0168 2.6821
10 H 32.0107 4.4814 3.7636
11 H 31.3416 4.0323 2.3363
12 H 29.3840 4.5086 6.0186
13 H 28.4559 4.7648 4.5350
14 C 28.1279 2.9550 0.1012
15 C 29.1713 3.9956 -0.2694
16 C 30.4047 3.1159 -0.3143
17 O 30.2631 2.2830 0.8229
18 C 28.8988 2.1696 1.1856
19 H 27.8766 2.3085 -0.7431
20 H 27.2119 3.4494 0.4178
21 H 29.2869 4.7196 0.5402
22 H 29.0127 4.5096 -1.2165
23 H 31.3246 3.7051 -0.3162
24 H 30.4472 2.5670 -1.2649
25 H 28.6441 2.6203 2.1504
26 H 28.5770 1.1261 1.2045
27 C 31.2590 10.3317 7.5886
28 C 31.9691 11.2043 6.5432
29 C 32.2020 10.2789 5.3490
30 O 32.5224 9.0302 5.9562
31 C 31.7345 8.9334 7.1665
32 H 30.1733 10.3294 7.6115
33 H 31.6821 10.6728 8.5338
34 H 32.9208 11.5350 6.9545
35 H 31.3894 12.0759 6.2245
36 H 33.0078 10.6584 4.7204
37 H 31.2911 10.1415 4.7459
38 H 32.2187 8.2936 7.8988
39 H 30.8444 8.4365 6.7540
40 C 26.2524 1.1896 5.3326
41 O 24.8899 1.4117 5.6535
42 C 24.6886 2.2838 6.7350
43 C 23.2086 2.2588 7.0876
44 O 23.0891 3.1832 8.1572
45 C 21.8386 3.0564 8.7845
46 H 26.2255 0.9083 4.2770
47 H 26.6386 0.4441 6.0268
48 H 26.9071 2.0703 5.2695
49 H 24.9601 3.3080 6.4599
50 H 25.2060 2.0235 7.6657
51 H 22.9335 1.2444 7.3890
52 H 22.5929 2.5951 6.2506
53 H 21.6770 3.9037 9.4513
54 H 21.7969 2.1454 9.3914
55 H 20.9939 3.0600 8.0870
56 C 26.9906 4.7931 8.8362
57 O 26.5213 6.1282 8.9199
58 C 27.5342 7.0870 9.1463
59 C 28.4196 7.2970 7.9363
60 O 27.8926 8.2411 7.0234
61 C 26.7696 7.7490 6.3371
62 H 26.1661 4.1842 8.4639
63 H 27.2385 4.3818 9.8174
64 H 27.7901 4.7738 8.0972
65 H 28.1553 6.8900 10.0320
66 H 27.0085 8.0104 9.3974
67 H 28.6640 6.3655 7.4097
68 H 29.4269 7.6293 8.1968
69 H 27.1024 6.9069 5.7293
70 H 26.3705 8.5670 5.7323
71 H 25.8872 7.5085 6.9382
72 C 33.8311 6.6657 4.4892
73 O 35.0388 5.8701 4.4116
74 C 35.6498 5.8684 3.1355
75 C 35.4329 4.6297 2.3111
76 O 34.0941 4.2504 2.0482
77 C 33.9640 2.9575 1.5721
78 H 33.3151 6.6996 3.5270
79 H 34.1991 7.6715 4.6946
80 H 33.1762 6.2752 5.2609
81 H 36.7240 5.9401 3.3108
82 H 35.3438 6.7963 2.6450
83 H 35.8936 3.7641 2.8115
84 H 35.9528 4.6419 1.3423
85 H 34.5010 2.2242 2.1894
86 H 34.2467 2.8406 0.5221
87 H 32.9347 2.5986 1.6589
88 C 32.5169 3.3936 11.7015
89 O 31.2695 3.0910 11.0608
90 C 30.9571 1.7088 11.0915
91 C 29.8249 1.5171 10.1180
92 O 30.2843 1.8451 8.8262
93 C 29.3592 1.5284 7.8199
94 H 32.3324 3.5179 12.7749
95 H 32.8478 4.3442 11.2846
96 H 33.2341 2.5928 11.5086
97 H 30.7596 1.3293 12.0941
98 H 31.7935 1.1522 10.6520
99 H 28.9534 2.1627 10.3012
100 H 29.5033 0.4674 10.2145
101 H 29.0359 0.4822 7.8546
102 H 29.8716 1.5941 6.8535
103 H 28.5588 2.2755 7.7548
104 C 32.3316 6.5690 -0.1909
105 O 31.1815 6.3170 -0.9523
106 C 30.5741 7.4477 -1.4947
107 C 29.7410 8.2341 -0.4715
108 O 30.4258 8.4421 0.7289
109 C 29.7229 9.2621 1.6097
110 H 32.8706 7.5183 -0.3180
111 H 33.0621 5.7887 -0.4022
112 H 32.0871 6.6071 0.8734
113 H 29.8076 7.1678 -2.2192
114 H 31.3028 8.0969 -1.9847
115 H 28.8102 7.6834 -0.2988
116 H 29.4985 9.1803 -0.9744
117 H 28.7131 8.8916 1.8501
118 H 29.5351 10.2729 1.2206
119 H 30.2633 9.3326 2.5507
120 C 31.8958 4.6346 8.1031
121 O 30.7562 4.8948 8.9256
122 H 32.3996 3.6991 8.3716
123 H 31.6578 4.4637 7.0473
124 H 32.5968 5.4517 8.2792
125 H 30.6559 4.1031 9.4835
126 C 33.8999 3.0845 5.6459
127 O 34.3598 4.1436 6.4632
128 H 32.8029 3.0868 5.5119
129 H 34.2651 3.1727 4.6141
130 H 34.1867 2.1297 6.0906
131 H 34.5190 4.9153 5.8795
132 C 25.5601 5.4396 3.3478
133 O 24.1747 5.6045 3.5320
134 H 25.8443 4.3893 3.2868
135 H 25.8993 5.9668 2.4524
136 H 26.1422 5.8498 4.1778
137 H 23.9756 6.1824 4.2679

* gap between HOMO and LUMO: 9.70 eV
* strongest force on any atom: 2.1 eV/A
* HOMO: -9.1 eV
* SMILES: C1CCOC1.C1CCOC1.C1CCOC1.COCCOC.COCCOC.COCCOC.COCCOC.COCCOC.CO.CO.CO
* LUMO: 0.0236 Eh
* charge: 0

Results of the Löwdin charge analysis, in e, for atoms 1 through 2: -0.16, -0.16

3.
Density functional theory data (ωB97M-V with the def2-TZVPD basis set) for the molecule C10H11NO2.

Geometry (Å):
1 C 2.5654 -1.7668 -0.3277
2 C 1.5759 -0.6395 -0.4597
3 O 0.5428 -0.8448 -1.0099
4 N 2.0594 0.5878 0.0770
5 C 1.4536 1.8654 -0.0595
6 C 0.1757 2.0201 -0.2943
7 C -0.9051 1.1094 -0.0531
8 C -1.8766 0.9475 -1.0544
9 C -2.7903 -0.1009 -1.0052
10 C -2.7524 -1.1166 0.0344
11 C -1.7119 -0.8940 0.9936
12 C -0.9876 0.2408 1.0428
13 O -0.2722 0.5115 2.0990
14 H 2.4822 -2.2523 -1.2920
15 H 3.4805 -1.3363 0.0812
16 H 2.1660 -2.3731 0.5862
17 H 2.9966 0.5645 0.2802
18 H 2.1257 2.6717 0.0747
19 H 0.0380 3.0617 -0.6184
20 H -1.8792 1.7975 -1.7162
21 H -3.4992 -0.1042 -1.8637
22 H -3.2842 -2.0771 0.0845
23 H -1.7144 -1.6520 1.7891
24 H 0.0114 -0.2204 2.6113

* gap between HOMO and LUMO: 8.26 eV
* strongest force on any atom: 4.6 eV/A
* HOMO: -7.7 eV
* SMILES: CC(=O)N/C=C\c1ccccc1O
* LUMO: 0.0218 Eh
* charge: 0

Results of the natural (NBO) charge analysis, in e, for atoms 1 through 2: -0.71, 0.68

Question: Look up the strongest force on any atom of the third one.
Answer: 4.6 eV/A